[1]
C20H19N3O4S | the ωB97M-V functional and the def2-TZVPD basis

Geometry as XYZ:
```
47
C20H19N3O4S | the Open Molecules 2025 dataset | the ωB97M-V functional and the def2-TZVPD basis
C -8.371 -1.276 0.187
O -7.598 -0.214 0.690
C -6.273 -0.167 0.377
C -5.606 -1.093 -0.417
C -4.254 -0.940 -0.668
C -3.542 0.129 -0.138
N -2.178 0.223 -0.442
C -1.273 1.147 -0.013
O -1.507 2.046 0.770
C 0.079 0.961 -0.572
S 1.388 1.633 0.351
C 2.473 1.052 -0.880
N 3.831 1.269 -0.884
C 4.753 1.353 0.123
O 5.898 1.650 -0.129
C 4.304 1.039 1.546
O 3.282 0.084 1.667
C 3.426 -1.137 1.062
C 4.601 -1.610 0.493
C 4.616 -2.863 -0.099
C 3.476 -3.643 -0.133
C 2.306 -3.170 0.440
C 2.277 -1.925 1.034
N 1.896 0.477 -1.886
C 0.553 0.403 -1.737
C -0.228 -0.234 -2.838
C -4.210 1.058 0.659
C -5.556 0.906 0.908
H -8.007 -2.244 0.546
H -8.389 -1.278 -0.908
H -9.379 -1.110 0.562
H -6.122 -1.937 -0.847
H -3.748 -1.668 -1.288
H -1.830 -0.522 -1.027
H 4.237 1.297 -1.815
H 5.200 0.747 2.110
H 3.898 1.952 1.996
H 5.504 -1.020 0.505
H 5.533 -3.224 -0.539
H 3.497 -4.616 -0.601
H 1.410 -3.773 0.421
H 1.378 -1.537 1.487
H 0.376 -0.203 -3.742
H -0.432 -1.282 -2.615
H -1.165 0.290 -3.014
H -3.669 1.889 1.077
H -6.083 1.618 1.523
```

Summary:
Frontier orbital gap (eV): 8.19
Total energy (eV): -44544.239
Net charge: 0
LUMO energy (eV): 0.172



[2]
C4H5NO2 | the ωB97M-V functional and the def2-TZVPD basis

Geometry as XYZ:
```
12
C4H5NO2 | the Open Molecules 2025 dataset | the ωB97M-V functional and the def2-TZVPD basis
C 0.978 -1.516 0.516
C 0.109 -0.485 0.006
C -0.922 -0.471 -0.859
N -1.486 0.804 -0.954
C -0.596 1.499 -0.320
O -0.485 2.851 -0.191
O 0.345 0.814 0.413
H 1.996 -1.277 0.256
H 0.758 -1.512 1.590
H 0.680 -2.528 0.174
H -1.410 -1.300 -1.327
H 0.032 3.121 0.696
```

Summary:
Frontier orbital gap (eV): 9.12
Total energy (eV): -9813.224
Net charge: 0
LUMO energy (eV): 0.533



[3]
C24H24O7 | the ωB97M-V functional and the def2-TZVPD basis

Geometry as XYZ:
```
55
C24H24O7 | the Open Molecules 2025 dataset | the ωB97M-V functional and the def2-TZVPD basis
C -1.589 1.269 -2.016
O -2.495 2.058 -1.246
C -2.236 3.361 -1.137
O -1.270 3.907 -1.601
C -3.326 4.078 -0.360
C -2.723 5.095 0.610
C -2.266 4.436 1.921
C -1.405 3.242 1.655
C -0.114 3.279 1.278
C 0.616 2.075 0.973
C 1.900 2.063 0.532
C 2.583 0.853 0.173
O 3.642 0.810 -0.421
C 1.938 -0.472 0.644
C 2.534 -0.839 2.007
O 2.305 -1.503 -0.273
C 1.750 -1.363 -1.472
O 0.985 -0.464 -1.736
C 2.185 -2.424 -2.450
C 2.481 -3.771 -1.780
C 1.333 -4.218 -0.915
C 0.089 -4.483 -1.472
C -0.977 -4.853 -0.674
C -0.813 -4.966 0.696
C 0.424 -4.714 1.260
C 1.489 -4.344 0.458
C 0.419 -0.451 0.782
O -0.243 -1.460 0.700
C -0.163 0.861 1.109
C -1.459 0.937 1.486
O -2.089 2.069 1.786
H -0.574 1.658 -1.938
H -1.627 0.257 -1.624
H -1.898 1.280 -3.062
H -3.949 3.345 0.153
H -3.940 4.598 -1.098
H -3.456 5.867 0.848
H -1.871 5.567 0.118
H -3.140 4.105 2.484
H -1.717 5.166 2.518
H 0.386 4.228 1.172
H 2.425 2.988 0.350
H 3.614 -0.921 1.907
H 2.294 -0.071 2.738
H 2.127 -1.794 2.329
H 3.083 -2.051 -2.948
H 1.398 -2.515 -3.200
H 3.381 -3.679 -1.170
H 2.669 -4.511 -2.562
H -0.048 -4.399 -2.541
H -1.941 -5.051 -1.121
H -1.648 -5.248 1.321
H 0.559 -4.802 2.329
H 2.453 -4.141 0.903
H -2.083 0.058 1.580
```

Summary:
Frontier orbital gap (eV): 8.31
Total energy (eV): -39610.294
Net charge: 0
LUMO energy (eV): -0.028



[4]
C23H39BCaCl4F4KN5O13PS | the ωB97M-V functional and the def2-TZVPD basis

Geometry as XYZ:
```
93
C23H39BCaCl4F4KN5O13PS | the Open Molecules 2025 dataset | the ωB97M-V functional and the def2-TZVPD basis
N 3.527 1.393 7.708
C 3.810 1.457 6.608
O 4.132 1.557 5.346
C 3.545 0.613 4.430
C 4.653 -0.394 4.169
N 4.490 -1.047 2.826
C 3.069 -1.152 2.419
C 2.470 0.233 2.215
C 1.038 0.109 2.484
O 0.375 -0.863 2.189
N 0.427 1.245 3.062
C -0.419 0.938 4.089
O -1.549 1.280 4.195
F 0.295 0.221 4.906
C 3.275 1.268 3.078
P 2.665 3.003 3.143
O 1.823 3.395 4.370
O 4.048 3.705 3.355
S 1.844 3.527 1.467
H 2.657 0.160 4.844
H 4.771 -1.123 4.952
H 5.549 0.201 4.088
H 4.981 -0.491 2.118
H 4.930 -1.963 2.818
H 2.933 -1.790 1.565
H 2.536 -1.650 3.221
H 2.555 0.472 1.165
H -0.102 1.697 2.324
H 4.241 1.367 2.604
H 1.501 2.667 5.057
H 3.937 4.667 3.358
F 1.347 2.020 5.801
B 2.661 1.441 -2.805
O 2.804 1.641 -1.304
C 3.883 1.067 -0.898
O 4.231 1.021 0.264
C 4.611 0.401 -2.114
O 5.631 -0.217 -2.039
O 3.878 0.634 -3.177
F 2.636 2.642 -3.440
F 1.501 0.731 -3.058
C -0.475 4.160 -0.965
Cl -1.003 2.773 0.034
Cl 0.870 3.707 -1.964
Cl -1.845 4.729 -1.932
H -0.177 4.947 -0.284
C -6.865 -0.870 -2.673
C -6.494 -2.028 -1.730
C -5.310 -1.861 -0.773
N -3.892 -1.819 -1.356
C -3.640 -3.056 -2.146
C -3.553 -0.579 -2.171
C -3.243 0.491 -1.147
C -2.389 -0.267 -0.132
C -2.872 -1.732 -0.191
H -6.290 -0.889 -3.604
H -7.915 -0.924 -2.963
H -6.716 0.059 -2.176
H -6.392 -2.946 -2.303
H -7.352 -2.185 -1.075
H -5.314 -2.718 -0.100
H -5.458 -0.970 -0.177
H -4.300 -3.073 -3.008
H -3.813 -3.922 -1.512
H -2.608 -3.041 -2.480
H -2.662 -0.818 -2.748
H -4.361 -0.338 -2.858
H -4.174 0.875 -0.705
H -2.719 1.345 -1.568
H -2.462 0.147 0.878
H -1.341 -0.208 -0.416
H -3.352 -2.068 0.728
H -2.041 -2.390 -0.421
Ca -6.373 1.752 -2.239
C 0.468 -2.464 -3.214
C 1.425 -2.901 -2.122
O 2.532 -2.433 -2.005
N 0.989 -3.875 -1.250
C -0.279 -4.559 -1.237
H 0.948 -1.694 -3.808
H 0.211 -3.307 -3.858
H -0.445 -2.043 -2.780
H 1.670 -4.122 -0.548
H -0.799 -4.396 -0.283
H -0.147 -5.636 -1.355
H -0.903 -4.200 -2.051
C 1.614 4.056 -6.133
O 2.745 4.513 -5.895
O 0.604 4.944 -6.344
O 1.349 2.854 -6.176
H 1.024 5.815 -6.261
Cl 0.997 -3.264 2.959
K -4.662 0.349 1.138
```

Summary:
Frontier orbital gap (eV): 1.53
Total energy (eV): -175062.752
Net charge: +1
LUMO energy (eV): -8.055



HOMO level / eV: -8.0 -8.6 -8.3 -9.6